No. 1
Below is the ion C5H8NO3S with charge +1, with properties calculated with ωB97M-V/def2-TZVPD.

Properties
* total charge: +1
* HOMO-LUMO gap: 8.81 eV
* structure (SMILES): [NH2+]=C(/C=C\OSO)/C=C/O
* HOMO energy: -12.9 eV
* F_max: 0.0505 hartree/bohr

Positions of all 18 atoms, in Å:
C (-0.76, -0.94, -0.86)
H (-1.12, 1.85, 1.07)
H (-0.05, -0.47, 2.20)
N (-1.21, 1.19, 0.23)
O (0.73, 2.73, -0.91)
H (-0.03, -2.83, 0.07)
H (-0.96, -3.88, -1.55)
H (-1.42, -0.53, -1.58)
C (-0.69, -2.28, -0.74)
H (-2.00, 1.46, -0.38)
C (-0.49, 0.08, 0.15)
H (1.31, 3.56, -1.11)
O (2.19, 1.14, 0.64)
H (2.19, 0.46, 2.49)
O (-1.23, -3.00, -1.73)
C (1.59, 0.35, 1.59)
C (0.41, -0.19, 1.30)
S (1.53, 1.30, -0.88)

These are the Löwdin partial charges, in e, on atoms 1 to 2: number 1, C, carries -0.0503; number 2, H, carries 0.1908


No. 2
Below is an isolated molecule of C5H8NP, with properties calculated with ωB97M-V/def2-TZVPD.

Properties
* HOMO-LUMO gap: 7.97 eV
* HOMO energy: -7.4 eV
* F_max: 0.0562 hartree/bohr

Positions of all 15 atoms, in Å:
P (-1.33, 0.18, -0.84)
H (-0.54, 1.78, 2.30)
C (-1.37, 1.38, 0.36)
C (1.17, -0.30, 0.06)
C (0.10, -1.08, -0.69)
H (1.58, 0.45, -0.63)
H (1.39, 0.41, 2.13)
H (-0.27, -1.95, -0.15)
C (0.71, 0.44, 1.30)
H (1.99, -0.97, 0.33)
C (-0.38, 1.22, 1.39)
H (-2.19, 2.07, 0.39)
H (0.41, -1.37, -1.69)
N (-2.33, 0.17, -2.04)
H (-2.18, -0.57, -2.70)

These are the Löwdin partial charges, in e, on atoms 1 to 2: number 1, P, carries 0.8807; number 2, H, carries 0.0971


No. 3
Below is an isolated molecule of C5H8NP, with properties calculated with ωB97M-V/def2-TZVPD.

Properties
* HOMO-LUMO gap (alpha / beta): 6.24 / 6.94 eV
* HOMO energy (alpha / beta): -6.9 / -7.8 eV
* F_max: 0.0494 hartree/bohr

Positions of all 15 atoms, in Å:
C (0.53, 0.06, 0.45)
H (-2.05, 2.11, 1.80)
P (0.38, 0.03, -2.97)
C (-0.46, 0.53, 1.50)
H (1.76, -2.08, -2.92)
H (1.27, 0.84, 0.23)
N (0.63, -1.10, 0.01)
C (1.20, -1.69, -1.02)
H (-1.05, -0.26, 1.92)
H (1.50, -2.74, -0.77)
H (-1.16, 2.21, 0.28)
H (0.21, 1.08, 2.29)
H (-2.35, 0.86, 0.57)
C (-1.53, 1.54, 1.01)
C (1.11, -1.40, -2.38)

These are the Löwdin partial charges, in e, on atoms 1 to 2: number 1, C, carries -0.1808; number 2, H, carries 0.0771


No. 4
Below is a cluster of 2 separate species, C5H8NP in total, with properties calculated with ωB97M-V/def2-TZVPD.

Properties
* HOMO-LUMO gap (alpha / beta): 7.29 / 6.97 eV
* structure (SMILES): CC=P#CC#N.C
* HOMO energy (alpha / beta): -8.8 / -8.8 eV
* F_max: 0.0734 hartree/bohr

Positions of all 15 atoms, in Å:
H (2.35, -0.44, -1.43)
P (0.06, -0.04, -1.59)
H (1.89, -3.24, -1.88)
H (0.43, -2.44, -2.60)
H (-1.35, -2.10, 3.71)
C (-0.98, 0.52, -0.45)
C (1.47, -2.23, -2.29)
H (-1.61, -1.92, 1.82)
C (1.46, -1.03, -1.42)
C (-1.39, -1.47, 2.86)
C (-2.18, 1.14, -0.19)
N (-3.06, 1.67, 0.40)
H (2.08, -2.08, -3.25)
H (-2.17, -0.68, 2.81)
H (-0.44, -1.06, 2.90)

These are the Löwdin partial charges, in e, on atoms 1 to 2: number 1, H, carries 0.0337; number 2, P, carries 0.9671


No. 5
Below is the ion C5H8NS with charge +1, with properties calculated with ωB97M-V/def2-TZVPD.

Properties
* total charge: +1
* HOMO-LUMO gap (alpha / beta): 8.77 / 4.92 eV
* HOMO energy (alpha / beta): -13.4 / -11.4 eV
* F_max: 0.0882 hartree/bohr

Positions of all 15 atoms, in Å:
C (-0.76, -0.73, -0.63)
C (0.11, -1.74, 0.00)
H (-0.03, -3.86, 0.95)
C (1.90, 2.29, -0.37)
H (1.07, -1.87, -0.25)
H (-2.04, 1.13, 0.12)
H (-1.66, -1.16, -0.79)
C (-1.25, 0.48, 0.36)
S (-0.74, -2.69, 1.09)
H (-0.35, -0.40, -1.58)
H (-1.48, -0.07, 1.25)
H (2.77, 2.28, 0.30)
H (1.77, 3.18, -1.01)
C (-0.21, 1.41, 0.44)
N (0.90, 1.74, 0.14)

These are the Löwdin partial charges, in e, on atoms 1 to 2: number 1, C, carries -0.2184; number 2, C, carries -0.4663


No. 6
Below is a structure of composition C5H8NaO3, with properties calculated with ωB97M-V/def2-TZVPD.

Properties
* total charge: -1
* HOMO-LUMO gap: 2.58 eV
* HOMO energy: -1.0 eV
* F_max: 0.0817 hartree/bohr

Positions of all 17 atoms, in Å:
C (1.90, -0.38, -2.00)
H (-0.01, 0.01, -3.07)
H (-1.22, 1.77, 2.05)
H (-0.02, -0.10, 3.30)
C (0.98, 0.48, -2.85)
Na (-1.47, -2.31, 1.35)
H (-2.28, 0.71, 3.01)
H (1.47, 0.67, -3.82)
O (0.58, 0.03, 1.38)
C (-1.60, 0.73, 2.15)
H (1.54, -1.43, -2.08)
H (-2.22, 0.54, 1.25)
O (-0.23, -1.32, -0.24)
C (-0.52, -0.32, 2.35)
C (0.62, -0.51, 0.18)
H (0.78, 1.46, -2.39)
O (1.69, -0.01, -0.60)

These are the Löwdin partial charges, in e, on atoms 1 to 2: number 1, C, carries -0.3465; number 2, H, carries 0.0318


No. 7
Below is a cluster of 2 separate species, C5H8O in total, with properties calculated with ωB97M-V/def2-TZVPD.

Properties
* multiplicity: 2
* total charge: -1
* HOMO-LUMO gap (alpha / beta): 6.75 / 6.55 eV
* HOMO energy (alpha / beta): -2.8 / -2.9 eV
* F_max: 0.0262 hartree/bohr

Positions of all 14 atoms, in Å:
H (-3.59, -0.90, -0.48)
H (2.80, 2.86, -0.78)
H (-1.95, -1.38, -1.89)
H (1.21, -1.02, 1.54)
H (1.32, 0.60, -0.98)
C (-1.61, -1.05, -0.90)
H (2.22, 0.40, 1.11)
C (-0.24, -0.84, -0.71)
H (0.56, 0.59, 1.76)
C (-2.61, -0.69, -0.07)
C (1.21, -0.01, 1.13)
O (2.44, 2.05, -0.42)
C (0.73, -0.04, -0.31)
H (-2.49, -0.57, 1.00)

These are the Löwdin partial charges, in e, on atoms 1 to 2: number 1, H, carries 0.0176; number 2, H, carries -0.1831


No. 8
Below is an isolated molecule of C5H8O, with properties calculated with ωB97M-V/def2-TZVPD.

Properties
* HOMO-LUMO gap: 9.04 eV
* structure (SMILES): C=C/C(O)=C/C
* HOMO energy: -8.2 eV
* F_max: 0.0537 hartree/bohr

Positions of all 14 atoms, in Å:
H (-0.31, -0.82, -1.08)
H (-1.10, -2.05, 0.08)
C (0.13, 0.08, -0.80)
H (0.65, 1.10, -2.62)
H (-1.77, -2.25, 1.74)
H (-1.45, 0.11, 2.20)
O (0.78, 1.43, 0.90)
H (1.92, -0.07, -2.12)
H (1.70, 1.47, -1.14)
C (-1.26, -1.61, 1.02)
H (0.58, 1.94, 1.69)
C (1.14, 0.64, -1.74)
C (-0.10, 0.42, 0.48)
C (-0.92, -0.39, 1.39)

These are the Löwdin partial charges, in e, on atoms 1 to 2: number 1, H, carries 0.0635; number 2, H, carries 0.0390


| no. | energy (a.u.) |
| --- | --- |
| 1 | -873.632680 |
| 2 | -591.354185 |
| 3 | -591.280410 |
| 4 | -591.205570 |
| 5 | -647.814112 |
| 6 | -583.241005 |
| 7 | -270.400798 |
| 8 | -270.475866 |